{"formula": "C5H73Fe2O39", "method": "the ωB97M-V functional and the def2-TZVPD basis", "elements": ["Fe", "Fe", "O", "C", "O", "O", "H", "O", "C", "C", "O", "H", "H", "H", "H", "O", "C", "C", "O", "H", "H", "H", "H", "O", "H", "H", "O", "H", "H", "O", "H", "H", "O", "H", "H", "O", "H", "H", "O", "H", "H", "O", "H", "H", "O", "H", "H", "O", "H", "H", "O", "H", "H", "O", "H", "H", "O", "H", "H", "O", "H", "H", "O", "H", "H", "O", "H", "H", "O", "H", "H", "O", "H", "H", "O", "H", "H", "O", "H", "H", "O", "H", "H", "O", "H", "H", "O", "H", "H", "O", "H", "H", "O", "H", "H", "O", "H", "H", "O", "H", "H", "O", "H", "H", "O", "H", "H", "O", "H", "H", "O", "H", "H", "O", "H", "H", "O", "H", "H"], "coordinates": [[0.474302, -3.508288, 22.920647], [2.310478, -2.732723, 20.090719], [-1.876968, -0.814344, 24.630162], [-0.740914, -1.273252, 24.085931], [0.173512, -0.506674, 23.737090], [-0.679816, -2.549096, 24.003322], [-2.104535, 0.091614, 24.256897], [0.257951, -5.185346, 23.464087], [1.199447, -5.968762, 22.605693], [1.584793, -5.437424, 21.325865], [1.710730, -3.994092, 21.430721], [0.732396, -6.870574, 22.599445], [2.123787, -6.141283, 23.077655], [1.061385, -5.547157, 20.345072], [2.545061, -6.013458, 21.292767], [0.989145, -1.570790, 20.445762], [1.071957, -0.290465, 19.786238], [2.560080, -0.114814, 19.275875], [3.405988, -1.167261, 19.661270], [0.836916, 0.495575, 20.469282], [0.349365, -0.285570, 18.951115], [2.976642, 0.810816, 19.694081], [2.548805, -0.184854, 18.180093], [1.587732, -3.205733, 17.989061], [1.461890, -4.179154, 17.824153], [0.599358, -2.893829, 17.887206], [-0.665952, -2.399137, 17.281719], [-1.333508, -2.792553, 17.878171], [-0.917440, -1.421520, 17.231541], [-0.551109, 4.778423, 21.538335], [-0.328037, 4.782301, 22.471037], [-1.515700, 4.930382, 21.556739], [4.114193, -4.185027, 23.863497], [3.644476, -4.508137, 24.640725], [4.759057, -3.559723, 24.235680], [-2.143924, 1.894560, 23.389830], [-1.523426, 2.557078, 23.697919], [-2.598463, 2.269474, 22.623946], [-1.780676, 2.081371, 20.046671], [-1.039808, 2.565377, 20.445890], [-1.314653, 1.778372, 19.270147], [-1.213518, -6.512986, 19.759770], [-1.486881, -7.218208, 20.307129], [-1.285081, -5.745050, 20.313586], [5.427111, 4.472983, 15.506526], [5.007707, 3.775469, 14.924490], [5.455978, 5.275300, 14.971717], [0.622276, -5.803289, 17.805730], [0.105357, -6.139820, 17.064413], [0.229900, -6.161201, 18.578328], [3.941887, 3.384151, 21.294231], [4.189880, 3.592350, 22.176653], [4.638649, 2.696912, 21.022594], [5.716800, 0.893096, 20.147440], [5.164708, 0.859102, 19.356231], [6.316406, 1.645807, 20.120915], [0.952323, 2.379689, 17.646064], [1.313171, 3.042625, 17.093936], [1.128453, 2.682746, 18.521763], [4.452578, -0.320357, 14.140515], [4.408689, -1.060559, 13.565133], [4.355918, -0.772568, 15.013188], [4.717577, 0.653587, 24.937288], [4.856445, 0.304672, 24.043102], [3.953757, 1.218926, 24.810407], [-1.210799, 0.392697, 17.087122], [-0.384550, 0.806304, 17.068542], [-1.705206, 0.781396, 16.342432], [6.143836, 3.136878, 23.212894], [6.067271, 2.338197, 23.748442], [6.847554, 3.574579, 23.756355], [4.878159, 0.874499, 17.413424], [5.213804, 0.933257, 16.493563], [4.363590, 0.044200, 17.380879], [4.154264, -1.467382, 27.017052], [4.912746, -1.345903, 27.512954], [4.252971, -0.860888, 26.300440], [5.571967, -5.290054, 21.718365], [6.171549, -6.066305, 21.943396], [5.062601, -5.223944, 22.519025], [-2.103442, 1.103743, 14.745041], [-2.818851, 0.485165, 14.619929], [-1.539396, 1.009793, 13.961024], [-0.162949, 3.790379, 24.288542], [-0.055682, 4.269500, 25.097798], [0.557721, 3.152592, 24.382062], [1.639334, 1.753116, 23.557302], [1.572685, 2.018636, 22.633489], [0.948517, 1.085809, 23.657401], [-2.462238, -0.849385, 21.540421], [-2.761312, -0.632426, 22.417006], [-2.252137, 0.049019, 21.135234], [4.816970, -0.446127, 22.480169], [5.199127, 0.123853, 21.836881], [4.059112, -0.804384, 21.968056], [1.911697, -2.379635, 24.022603], [2.221670, -2.793669, 24.807498], [1.608290, -1.509204, 24.311676], [6.198226, -2.521056, 23.940020], [7.158722, -2.663355, 23.813934], [5.931333, -1.685005, 23.441814], [2.822246, -3.811962, 26.499724], [3.367352, -3.058110, 26.856593], [2.270527, -4.070859, 27.197688], [4.082309, -3.534238, 19.785638], [4.577686, -4.149722, 20.392850], [4.590113, -2.833310, 19.440768], [4.041191, -1.696556, 16.660593], [4.761005, -2.185683, 17.061878], [3.216469, -2.255985, 16.704165], [6.351816, -2.151887, 18.519346], [7.206474, -2.496677, 18.245667], [6.544314, -1.187725, 18.380611], [-0.855791, -3.000014, 21.359878], [-1.551451, -2.298617, 21.487590], [-0.174890, -2.417915, 20.955152], [1.244938, 3.126787, 20.146105], [2.209747, 3.136555, 20.374809], [0.827780, 3.970202, 20.351901]], "forces_ev_per_angstrom": [[0.15, 1.10, -0.03], [0.67, 0.27, -1.45], [-0.67, 0.83, -0.95], [0.18, 0.51, 0.09], [-0.58, -0.14, 0.08], [-1.25, 0.84, 0.92], [0.85, -0.68, 0.79], [1.54, -0.96, -1.30], [-2.30, 1.35, 2.99], [1.36, 1.15, -3.03], [0.51, -0.68, 0.49], [-1.19, -2.96, -0.72], [0.94, 0.24, 1.62], [-0.17, -0.71, 1.27], [-0.07, 1.09, -1.26], [-0.67, 1.51, -0.21], [0.83, -1.09, -0.43], [-0.46, -0.41, -0.19], [-0.82, -0.83, 0.97], [-0.36, 0.45, 0.61], [0.34, 0.09, 0.34], [-0.22, 0.15, -0.57], [-0.13, 0.92, 0.14], [-0.50, -0.68, 1.03], [0.25, 0.49, 0.15], [1.31, 0.30, -0.35], [-1.36, 0.78, 0.61], [0.22, 0.29, -0.49], [0.33, -0.75, -0.08], [-1.05, 0.14, -0.24], [0.37, -0.21, 0.54], [0.65, -0.01, -0.34], [-0.21, -0.43, 0.18], [-0.10, -0.13, 0.15], [0.32, 0.00, -0.41], [-0.59, -0.68, -0.31], [0.36, 0.50, 0.25], [0.14, -0.08, 0.14], [0.53, 0.15, 0.64], [-0.29, 0.16, 0.46], [-0.25, -0.51, -0.99], [0.52, 0.68, -1.14], [-0.49, -1.40, 0.85], [-0.16, 0.80, 0.44], [-0.72, -1.18, -0.92], [0.75, 1.33, 0.92], [-0.04, -0.18, -0.02], [0.94, 0.72, -1.58], [0.08, 0.05, 0.12], [-0.99, -0.78, 1.28], [0.89, -1.97, -2.02], [0.44, 0.39, 1.32], [-1.51, 1.40, 0.54], [0.03, -0.08, 1.02], [0.31, 0.34, -0.48], [-0.08, -0.03, -0.50], [-0.90, -1.70, -1.02], [0.55, 0.94, -1.07], [0.18, 0.46, 1.68], [-0.03, 0.36, 1.77], [0.02, -0.86, -1.18], [-0.01, 0.48, -0.57], [0.27, 0.13, 0.32], [-0.20, -0.38, -0.16], [-0.41, 0.24, 0.09], [-2.01, -1.56, 0.69], [2.29, 1.42, 0.04], [0.32, -0.12, -0.04], [1.23, 0.30, 1.18], [-0.52, -0.42, -0.06], [-0.83, 0.01, -1.01], [0.16, -0.47, -0.78], [-0.15, 0.23, 0.79], [0.07, 0.22, -0.02], [-2.36, -1.11, -0.53], [2.39, 0.24, 1.72], [0.08, 0.99, -1.27], [1.51, -1.86, -0.35], [-0.99, 1.50, -0.86], [-0.79, 0.72, 1.08], [0.20, 0.36, -0.64], [-0.44, -0.27, -0.24], [-0.18, 0.05, 0.37], [0.03, -0.20, -0.22], [-0.41, 0.84, 0.79], [0.41, -0.58, -0.73], [0.22, 0.54, 0.12], [0.14, 0.12, -0.14], [-0.22, -0.58, 0.05], [0.45, 1.52, -1.22], [-0.34, 0.02, 0.61], [-0.19, -1.41, 0.47], [-1.18, -1.16, 0.41], [0.99, 1.03, -1.37], [0.43, 0.03, 0.50], [0.25, 0.23, -1.26], [0.80, -1.22, 1.44], [-0.52, 0.40, -0.49], [0.47, 1.39, -0.62], [-0.94, 0.25, 0.02], [0.51, -1.48, 0.59], [1.64, 1.30, -1.37], [-0.38, -0.49, -0.42], [-1.32, -0.67, 1.46], [-0.46, -3.15, 1.30], [-0.02, 0.65, -0.59], [1.87, 1.52, -0.58], [-1.51, -0.48, -0.44], [0.27, -0.34, 0.33], [1.18, 0.68, 0.21], [0.53, 1.54, -0.58], [0.06, -0.68, 0.06], [-0.82, -0.81, 0.48], [-0.56, -0.18, 0.23], [-0.02, -0.47, 0.28], [0.35, 0.38, -0.83], [0.94, -0.71, 0.19], [-0.87, 0.54, 0.13], [0.17, 0.30, 0.36]], "lumo_ev": [-1.8, -3.1], "multiplicity": 11, "energy_ev": -154997.664, "homo_ev": [-11.764, -11.675], "total_charge": 1, "molar_mass_g_mol": 869.3, "max_force_ev_per_a": 4.0, "gap_ev": [9.9506, 8.5835]}